{"formula": "C4H12N2O", "method": "wB97M-V/def2-TZVPD", "e_above_lowest_kcal_mol": 87.0, "total_charge": 0, "e_tot_ha": -344.246345, "gap_ev": 7.43, "elements": ["C", "C", "N", "H", "H", "H", "H", "H", "H", "C", "N", "C", "O", "H", "H", "H", "H", "H", "H"], "positions_angstrom": [[-0.818, 1.400, -1.431], [-1.354, -0.852, -1.900], [-0.878, -0.014, -1.111], [0.237, 1.662, -1.357], [-1.384, 1.958, -0.674], [-1.216, 1.590, -2.423], [-1.778, -0.553, -2.854], [-1.347, -1.912, -1.638], [-0.244, -0.367, -0.089], [0.009, 0.148, 2.127], [0.419, -0.747, 1.048], [1.859, -0.490, 0.536], [1.806, 0.284, -0.514], [0.345, 1.142, 1.870], [0.455, -0.123, 3.078], [-1.076, 0.152, 2.235], [0.287, -1.701, 1.316], [2.276, -1.507, 0.376], [2.403, -0.069, 1.404]], "forces_ev_per_angstrom": [[0.07, 0.06, 0.30], [-0.39, -0.82, -0.42], [0.32, 0.71, 0.39], [0.07, 0.07, 0.01], [0.12, -0.12, -0.20], [-0.09, 0.08, -0.13], [-0.02, -0.01, -0.09], [0.06, 0.20, -0.01], [0.20, -0.52, 0.75], [-0.12, -0.15, -0.13], [-0.40, 0.62, -0.64], [0.21, 0.16, -0.19], [-0.04, 0.27, -0.26], [0.05, 0.35, -0.09], [0.10, -0.08, 0.22], [-0.05, 0.03, 0.05], [-0.08, -0.65, 0.18], [-0.06, -0.21, -0.03], [0.05, 0.03, 0.29]]}